{"formula": "C3H3CeFO3", "method": "the ωB97M-V functional and the def2-TZVPD basis", "symbols": ["Ce", "F", "O", "O", "O", "C", "C", "C", "H", "H", "H"], "coordinates": [[-1.462, -3.489, 2.311], [1.795, 1.593, -0.797], [0.901, 0.211, 0.701], [-0.693, -0.875, -0.267], [-0.243, -1.308, 1.879], [-0.059, -0.695, 0.836], [0.617, 1.259, -0.252], [-0.190, 0.353, -1.142], [-1.141, 0.800, -1.444], [0.333, 0.025, -2.044], [0.143, 2.124, 0.219]], "forces_ev_per_a": [[1.5, 2.7, -0.5], [-1.0, -0.2, 0.3], [-0.2, -1.0, 4.2], [0.2, 1.2, -0.4], [-2.0, -4.8, 2.9], [2.8, 3.7, -4.1], [1.0, -1.1, -0.8], [-2.6, 0.4, -2.1], [0.1, -0.2, 0.0], [0.1, -0.5, 0.5], [0.1, -0.2, 0.0]], "lumo_ev": [-18.48, -17.88], "s2": 0.753, "spin_multiplicity": 2, "fmax_ev_per_a": 6.19, "total_charge": 3}

---

{"formula": "C7H10", "method": "the ωB97M-V functional and the def2-TZVPD basis", "symbols": ["C", "C", "C", "C", "C", "C", "C", "H", "H", "H", "H", "H", "H", "H", "H", "H", "H"], "coordinates": [[0.344, 0.733, 0.731], [-0.726, -0.150, 1.334], [0.001, 0.862, -1.474], [0.647, -0.353, -1.967], [0.363, -0.260, -0.484], [-0.712, -1.128, 0.169], [0.611, 0.071, 2.007], [0.685, 1.706, -1.345], [-0.106, -0.988, -2.440], [0.198, 1.815, 0.660], [-0.471, -2.165, 0.455], [1.395, -0.675, 1.985], [-1.630, -1.152, -0.431], [0.575, 0.733, 2.865], [1.605, -0.337, -2.470], [-1.648, 0.179, 1.801], [-1.042, 1.124, -1.554]], "forces_ev_per_a": [[0.6, -0.1, 0.4], [-0.3, 0.0, 0.4], [-0.5, 0.1, -0.9], [0.3, 0.0, -0.3], [-0.9, 1.2, 0.0], [-0.2, 0.1, -0.1], [0.2, -0.3, 0.5], [-0.5, -0.2, 0.0], [0.5, -0.4, 0.3], [0.5, -0.5, -0.1], [0.2, 0.3, -0.3], [-0.1, -0.2, 0.3], [-0.1, 0.1, 0.2], [0.0, -0.3, 0.1], [0.1, 0.0, 0.1], [0.2, 0.1, 0.1], [-0.2, -0.1, -0.7]], "lumo_ev": 1.21, "fmax_ev_per_a": 1.50, "e_above_lowest_kcal_mol": 102.49, "smiles": "C1[C@@H]2CC3(CC3)[C@H]12"}

---

{"formula": "C14H33BF5N7O19PS", "method": "the ωB97M-V functional and the def2-TZVPD basis", "symbols": ["S", "P", "F", "F", "F", "F", "F", "O", "O", "O", "O", "O", "O", "O", "O", "O", "O", "O", "O", "O", "O", "O", "O", "O", "O", "O", "N", "N", "N", "N", "N", "N", "N", "C", "C", "C", "C", "C", "C", "C", "C", "C", "C", "C", "C", "C", "C", "B", "H", "H", "H", "H", "H", "H", "H", "H", "H", "H", "H", "H", "H", "H", "H", "H", "H", "H", "H", "H", "H", "H", "H", "H", "H", "H", "H", "H", "H", "H", "H", "H", "H"], "coordinates": [[-0.585, 2.431, -1.513], [-0.882, -0.498, -0.472], [-2.892, 3.973, 1.674], [-0.528, 3.989, 1.357], [-3.247, 2.094, -0.623], [-2.421, 4.364, -1.002], [-1.762, 1.882, 1.880], [3.506, -1.146, 2.864], [0.872, 1.326, 0.568], [-7.865, 5.470, 0.840], [4.034, 0.960, 2.490], [3.963, -5.100, -2.747], [4.472, -8.658, 2.191], [3.597, 2.861, -2.903], [-6.546, 4.148, 2.008], [-8.038, 1.214, -2.130], [0.301, 3.694, -1.759], [-2.075, -0.522, -1.509], [4.521, 3.832, -0.760], [-1.023, 1.952, -2.951], [-4.686, -1.420, 2.839], [-6.191, 0.003, 3.588], [3.711, -0.110, -2.277], [3.085, -8.151, 0.556], [2.409, -4.996, -1.189], [-6.719, -0.108, -0.962], [3.958, -0.046, 3.204], [-6.929, 0.786, -1.789], [2.834, -5.334, -2.300], [-6.756, 5.042, 1.181], [-5.242, -0.316, 2.863], [3.722, -7.886, 1.582], [2.859, 0.218, -1.254], [2.132, 2.079, 0.506], [3.569, -6.511, 2.131], [-5.742, 1.407, -2.437], [1.476, 0.434, -1.829], [1.899, -6.093, -3.174], [0.355, 0.978, -0.764], [3.266, 1.468, -0.507], [2.587, -2.418, -0.994], [2.943, -0.982, -0.290], [4.453, 0.072, 4.602], [-1.742, 3.165, 1.120], [-2.059, 2.996, -0.489], [-4.718, 0.719, 1.932], [-5.569, 5.663, 0.533], [3.796, 2.707, -1.449], [-5.298, 1.635, 2.059], [2.404, -6.323, -4.115], [-1.344, -0.497, 0.918], [4.191, 1.156, 0.180], [5.367, 3.495, -0.342], [2.583, 2.060, 1.611], [-0.185, -1.783, -0.627], [-3.669, 0.888, 2.184], [-4.825, 0.333, 0.916], [3.616, -0.146, 5.268], [3.903, -5.811, 1.362], [2.359, -0.814, 0.710], [-5.757, 2.473, -2.199], [-5.583, 6.729, 0.772], [4.820, 1.088, 4.762], [5.260, -0.653, 4.728], [4.444, 2.501, -3.342], [3.473, -3.203, -0.986], [-5.655, 5.496, -0.542], [3.266, 0.034, -3.163], [-4.665, 5.192, 0.926], [4.096, -1.038, 0.012], [1.958, 3.208, 0.239], [4.183, -6.419, 3.029], [-4.839, 0.936, -2.045], [-5.828, 1.240, -3.513], [1.626, -7.009, -2.648], [1.026, -5.460, -3.349], [2.269, -2.318, -2.139], [1.008, -0.545, -2.328], [1.500, 1.232, -2.717], [1.679, -2.942, -0.422], [2.514, -6.367, 2.368]], "forces_ev_per_a": [[2.1, 3.0, -9.5], [-4.6, -1.3, -2.8], [4.1, -3.0, -1.8], [-4.2, -3.5, -0.8], [4.2, 3.2, 0.4], [1.3, -5.0, 1.7], [0.7, 4.6, -2.9], [0.6, 1.9, 0.2], [0.7, 0.0, -2.6], [1.8, -0.8, 0.6], [0.0, -1.5, 0.6], [-1.6, -0.1, 1.1], [-1.2, 1.1, -1.1], [1.9, -1.9, 2.4], [-0.4, 1.1, -1.1], [1.7, -0.8, 0.6], [-2.6, -4.4, 2.7], [3.8, 0.6, 3.2], [-0.4, -3.8, -1.2], [0.9, 0.9, 6.1], [-0.7, 1.4, 0.1], [1.6, -0.7, -1.1], [0.6, 0.2, -1.8], [0.9, 0.3, 1.4], [0.7, -1.0, -1.4], [-0.4, 1.2, -1.0], [-0.3, -0.5, -0.4], [-1.1, -0.3, 0.4], [0.7, 0.1, 0.1], [-1.2, -0.4, 0.4], [-0.8, -0.5, 0.9], [0.3, -1.2, -0.2], [-2.5, -0.1, 1.5], [0.9, 1.1, 1.3], [0.1, 0.2, 0.3], [0.3, -0.1, 0.0], [-2.8, 0.8, -2.2], [0.0, -0.2, -0.3], [1.0, -1.1, 2.4], [1.7, 1.1, 1.3], [-0.7, -0.3, -0.2], [1.4, -2.3, 1.1], [0.2, 0.3, 0.3], [-1.4, 2.0, 2.9], [-3.7, 1.3, 0.8], [-0.1, 0.3, -0.1], [0.3, 0.0, 0.0], [1.5, 2.7, -1.1], [0.1, -0.2, 0.1], [0.0, 0.1, 0.3], [0.8, 0.4, -1.0], [-2.1, 0.5, -1.5], [-1.5, 0.6, -0.3], [-1.3, -0.1, -2.7], [0.2, 1.5, 0.4], [-0.3, -0.2, 0.0], [0.1, -0.1, 0.2], [0.2, -0.1, -0.2], [-0.2, -0.2, 0.0], [1.0, 0.1, -2.2], [-0.1, -0.2, -0.2], [-0.1, -0.2, -0.2], [-0.1, -0.3, -0.2], [-0.3, 0.0, 0.0], [-1.8, 1.1, 0.8], [-1.8, 2.2, 0.2], [-0.1, 0.2, 0.2], [0.4, 0.1, 1.3], [-0.4, 0.1, 0.0], [-2.6, 0.4, -0.7], [0.0, -2.2, 0.3], [-0.1, -0.2, -0.2], [-0.3, 0.0, -0.1], [-0.1, 0.1, 0.2], [0.0, 0.2, 0.0], [0.1, -0.2, 0.2], [0.7, -0.1, 2.5], [1.5, 2.0, 1.3], [0.5, -1.5, 1.9], [2.1, 1.3, -1.3], [0.2, 0.0, -0.2]], "lumo_ev": -4.23, "fmax_ev_per_a": 10.15, "total_charge": 1}

---

{"formula": "C46H57Br3CaCl5F3NO15P2S2", "method": "the ωB97M-V functional and the def2-TZVPD basis", "symbols": ["Br", "Br", "Br", "Ca", "Cl", "Cl", "Cl", "Cl", "Cl", "S", "S", "P", "P", "F", "F", "F", "O", "O", "O", "O", "O", "O", "O", "O", "O", "O", "O", "O", "O", "O", "O", "N", "C", "C", "C", "C", "C", "C", "C", "C", "C", "C", "C", "C", "C", "C", "C", "C", "C", "C", "C", "C", "C", "C", "C", "C", "C", "C", "C", "C", "C", "C", "C", "C", "C", "C", "C", "C", "C", "C", "C", "C", "C", "C", "C", "C", "C", "C", "H", "H", "H", "H", "H", "H", "H", "H", "H", "H", "H", "H", "H", "H", "H", "H", "H", "H", "H", "H", "H", "H", "H", "H", "H", "H", "H", "H", "H", "H", "H", "H", "H", "H", "H", "H", "H", "H", "H", "H", "H", "H", "H", "H", "H", "H", "H", "H", "H", "H", "H", "H", "H", "H", "H", "H", "H"], "coordinates": [[0.535, 4.662, 6.368], [-1.280, 4.890, 9.006], [0.883, 2.534, 8.717], [2.670, -0.361, 4.944], [-6.410, -1.834, 4.641], [8.714, -4.762, -6.519], [-6.504, 0.174, 1.886], [5.552, -3.609, -5.986], [2.405, 2.958, -3.382], [-3.729, 1.397, -3.117], [0.547, -1.939, -4.865], [-5.935, 6.313, -1.745], [-3.372, -3.017, 10.372], [11.417, -1.080, -8.007], [12.578, -2.302, -9.345], [10.662, -2.999, -8.629], [-7.406, 6.382, -2.154], [-6.554, -4.262, 0.443], [-4.123, -4.002, 9.290], [-4.559, -3.421, 11.506], [-2.159, -2.645, 9.550], [-5.105, 7.279, -2.590], [-5.806, 6.692, -0.270], [-1.962, 2.205, 5.265], [0.168, 1.584, 4.838], [-5.431, 4.887, -1.967], [-4.239, -1.639, 10.070], [9.993, -0.243, -10.205], [3.345, 1.126, -3.521], [-1.450, 1.129, 3.350], [10.785, -2.010, -11.348], [-2.304, -1.330, -3.640], [6.113, 0.568, -7.521], [0.740, 0.722, 3.873], [-2.421, 5.590, 1.970], [-4.598, -1.088, 0.174], [-1.986, 4.270, -2.382], [5.528, -0.672, -4.891], [-1.989, 3.796, 0.155], [-3.567, -0.408, 9.801], [10.137, -1.529, -12.536], [-0.209, 0.831, 2.710], [0.065, 2.240, -4.730], [-4.535, 0.066, -0.726], [-2.285, 5.199, 0.463], [11.321, -1.907, -9.053], [-1.268, 2.425, -4.134], [-4.046, -6.251, 10.203], [-0.349, 3.705, 7.791], [0.615, 0.883, -4.980], [7.380, -5.624, -5.709], [-3.048, -1.220, -2.406], [-2.415, 6.126, -0.653], [-3.609, -5.315, 9.090], [6.036, -5.290, -6.315], [-2.032, 1.215, -3.798], [-4.467, -2.819, 12.808], [-0.195, -0.277, -4.579], [-5.182, -1.479, 12.864], [10.622, -1.259, -10.250], [2.017, 0.771, -5.666], [-3.878, -2.297, -0.240], [4.614, 0.327, -5.432], [-2.287, 5.682, -2.052], [-1.838, 3.375, -1.231], [3.293, 0.775, -4.725], [-3.120, -2.392, -1.501], [-1.869, 3.843, -3.880], [-3.791, -0.038, -1.972], [-3.502, -0.145, 8.310], [-1.164, 1.689, 4.548], [10.927, -0.398, -13.166], [-1.545, -0.156, -3.975], [-7.198, 0.520, 3.487], [6.716, -1.031, -5.690], [7.028, -0.462, -6.992], [4.921, 0.941, -6.743], [-6.354, -0.052, 4.602], [-2.426, 6.463, -2.832], [-6.728, 0.293, 5.567], [-3.912, -3.170, 0.454], [10.089, -2.370, -13.228], [-1.100, 3.071, 7.326], [-5.414, -1.210, 13.897], [6.035, -5.437, -7.395], [9.110, -1.230, -12.318], [-3.578, -5.972, 11.152], [7.580, -6.691, -5.818], [-3.420, -2.720, 13.107], [2.037, -0.209, -6.211], [-1.845, 6.500, 2.265], [-5.313, 0.257, 4.510], [-5.030, 1.049, -0.509], [-6.148, -3.426, 0.220], [7.414, -1.815, -5.306], [5.266, -5.932, -5.883], [-2.921, 3.819, -4.294], [0.780, -0.299, 4.290], [1.762, 1.046, 3.616], [-4.503, 0.034, 7.911], [-4.142, 0.390, 10.281], [-2.519, -5.287, 9.006], [-1.720, -2.163, -3.564], [-2.106, 4.690, 2.572], [-2.574, -0.397, 10.254], [0.686, 3.114, -5.041], [-7.249, 1.607, 3.578], [0.049, 1.650, 2.034], [11.956, -0.712, -13.358], [-3.759, -7.281, 9.974], [-2.882, 0.728, 8.096], [4.266, 1.719, -7.207], [-3.098, -0.998, 7.761], [-1.275, 4.628, -4.419], [6.325, 1.023, -8.521], [-5.126, -6.205, 10.349], [-0.278, -0.092, 2.135], [-2.610, -3.357, -1.717], [-4.947, -3.509, 13.505], [7.913, -0.763, -7.604], [5.342, -1.154, -3.906], [10.470, -0.087, -14.106], [-3.520, 5.726, 2.197], [-4.549, -0.686, 12.463], [-2.609, 7.204, -0.463], [-8.215, 0.129, 3.515], [-1.622, 2.291, -1.416], [-5.169, -0.973, 1.136], [-6.101, -1.495, 12.278], [7.414, -5.378, -4.648], [10.976, 0.467, -12.504], [-1.898, 3.074, 0.999], [2.128, 1.663, -6.351], [-4.008, -5.669, 8.139], [1.463, -2.154, -3.846]], "forces_ev_per_a": [[-0.1, 0.0, 0.3], [0.2, -0.1, -0.1], [-0.1, 0.1, 0.0], [2.1, -0.8, 1.3], [0.1, 0.0, 0.0], [0.1, 0.1, 0.0], [-1.2, 0.8, 1.0], [-0.1, -0.6, -0.2], [-1.1, 4.9, 1.0], [0.7, -0.9, 0.1], [-0.3, 0.3, 0.5], [0.1, 0.2, 0.1], [-5.7, 2.4, -6.5], [-0.3, 0.1, -0.6], [-0.3, 0.2, -0.3], [-0.1, 0.3, -0.4], [0.0, -0.4, 0.3], [-0.1, -0.5, 0.2], [0.5, -0.3, 0.9], [3.3, -0.6, 1.0], [1.7, -1.5, 3.6], [0.2, -0.2, 0.3], [-0.2, 0.3, -0.2], [0.4, -0.1, 0.1], [0.0, -0.1, 0.0], [-0.2, 0.2, -0.5], [0.5, 0.0, 1.2], [0.3, -0.2, 0.4], [0.9, -5.0, -3.3], [0.4, 0.2, 0.7], [0.1, -0.2, 0.6], [-0.2, 1.5, 1.4], [-0.5, -1.3, 2.1], [-0.5, 0.6, -0.4], [-0.8, -0.7, -0.7], [1.5, 0.3, -2.4], [-0.2, 1.5, 2.5], [0.7, 1.3, -2.4], [-0.3, 2.0, -1.9], [0.1, 0.3, -0.4], [-0.2, 0.3, -0.6], [0.0, -0.3, -0.8], [-1.6, -1.8, -0.1], [1.1, -1.7, -0.5], [0.6, -0.9, -1.4], [0.7, -0.6, 1.4], [1.4, -1.8, -0.5], [0.1, -0.1, 0.2], [0.0, -0.1, -0.2], [-1.9, 1.0, 1.0], [-0.2, -0.2, 0.1], [-1.6, -1.1, 2.8], [0.5, -1.8, -0.6], [-0.2, -0.3, -0.1], [-0.3, 0.0, 0.0], [0.5, -0.8, 0.0], [-0.4, 0.2, 0.3], [0.4, 1.4, 0.5], [0.3, 0.4, 0.0], [-0.6, 0.2, -1.1], [-0.3, 0.0, 1.0], [0.1, 1.3, -0.9], [0.8, 0.5, -1.5], [0.4, -1.5, 1.9], [-0.3, 0.8, 0.1], [1.0, -0.8, 1.7], [-1.2, 2.3, 1.1], [-0.3, -0.6, 0.4], [0.7, -0.7, -0.2], [-0.1, 0.0, -0.2], [-0.9, 0.1, -0.3], [0.2, 0.2, 0.2], [2.1, 1.9, -1.1], [-0.1, 0.3, -0.1], [-0.5, 1.0, -0.3], [-2.3, 1.3, 1.0], [1.8, -1.4, -0.1], [0.0, 0.1, 0.2], [0.1, -0.9, 0.6], [0.0, 0.0, -0.1], [-0.1, 0.7, -0.9], [0.1, -0.1, 0.3], [0.1, 0.1, 0.0], [0.0, -0.1, 0.0], [0.1, 0.0, 0.1], [0.1, 0.0, 0.2], [0.0, -0.1, 0.0], [0.0, 0.1, -0.1], [0.0, 0.0, 0.1], [0.1, 1.0, 0.1], [-0.5, -0.7, -0.3], [-0.1, -0.1, -0.1], [0.5, -1.1, -0.1], [0.0, 0.3, -0.1], [-0.7, 0.9, -0.3], [0.1, 0.0, 0.0], [1.0, 0.3, 0.3], [-1.1, -0.1, -0.4], [-0.3, 0.5, -0.3], [0.0, 0.0, 0.0], [-0.1, -0.2, 0.1], [0.0, 0.0, -0.1], [0.0, 0.4, -0.4], [-0.1, 1.0, -0.4], [0.0, -0.1, -0.1], [-0.9, -0.9, 0.4], [0.1, 0.0, 0.1], [0.0, 0.0, 0.1], [-0.1, -0.1, -0.1], [0.0, 0.1, 0.0], [0.0, 0.0, 0.0], [0.5, -0.8, 0.8], [0.1, 0.0, 0.2], [-0.5, -0.9, 0.4], [-0.3, -0.4, 1.1], [0.0, 0.0, -0.1], [-0.2, 0.1, 0.1], [-0.4, 0.9, 0.0], [0.1, -0.1, -0.1], [-0.8, 0.2, 0.8], [0.1, 0.5, -0.9], [0.0, -0.1, 0.0], [1.1, 0.2, -0.2], [-0.1, 0.0, -0.1], [0.0, -1.0, -0.1], [0.1, -0.1, 0.0], [-0.1, 1.2, 0.1], [1.6, -1.2, -1.8], [0.0, -0.1, 0.1], [0.0, 0.1, -0.1], [-0.1, 0.0, 0.0], [-0.1, 0.5, -0.9], [-0.1, -1.0, 0.5], [0.0, 0.2, 0.0], [-0.8, 0.7, -0.5]], "lumo_ev": 2.12, "fmax_ev_per_a": 8.96, "total_charge": -3}